## one
The following is a DFT calculation (ωB97M-V/def2-TZVPD) of 2 unconnected molecules or ions with the total composition CH2INO2.

Its highest occupied orbital energy is -9.640 eV. For the HOMO-LUMO gap, the calculation gives 8.86 eV.

Geometry (Å):
N  1.167  -1.336  0.323
C  0.166  -0.919  0.798
O  -0.854  -0.655  1.297
H  2.014  -0.915  -0.147
O  -0.172  1.315  -0.525
I  -1.509  1.169  -1.972
H  -0.811  1.341  0.225

## two
The following is a DFT calculation (ωB97M-V/def2-TZVPD) of 2 unconnected molecules or ions with the total composition CH2INO2.

Its highest occupied orbital energy (alpha / beta) is -9.438 / -9.441 eV. For the HOMO-LUMO gap (alpha / beta), the calculation gives 6.37 / 6.37 eV.

Geometry (Å):
C  1.042  -0.513  0.004
N  0.180  0.322  -0.384
O  1.085  -1.494  0.675
O  -1.525  0.135  0.905
I  -3.076  0.462  -0.158
H  2.114  -0.123  -0.232
H  0.181  1.211  -0.810

Short version: one, two, most stable first.

## one
The following is a DFT calculation (ωB97M-V/def2-TZVPD) of a single C4H7P3 molecule.

Its highest occupied orbital energy is -8.401 eV. For the HOMO-LUMO gap, the calculation gives 7.74 eV.

Geometry (Å):
C  2.137  0.280  0.019
C  -0.121  -0.889  -0.673
C  -1.555  -0.867  -0.825
C  -0.187  1.386  0.973
P  2.509  -1.389  0.076
P  0.774  -2.406  -0.702
P  0.583  0.734  -0.631
H  2.731  1.208  0.322
H  -1.852  -1.002  0.213
H  -2.173  -1.552  -1.443
H  -1.862  0.142  -1.074
H  0.351  2.316  1.157
H  -0.061  0.525  1.667
H  -1.275  1.515  0.921

## two
The following is a DFT calculation (ωB97M-V/def2-TZVPD) of a molecular structure, C4H7P3.

Its highest occupied orbital energy is -8.338 eV. For the HOMO-LUMO gap, the calculation gives 7.55 eV.

Geometry (Å):
C  0.568  1.411  -1.491
C  1.409  3.034  1.033
C  1.050  -0.928  -0.053
C  -0.903  0.804  0.619
P  1.015  2.865  -2.083
P  1.477  3.996  -0.308
P  0.764  0.877  0.258
H  0.313  0.730  -2.283
H  0.799  -1.243  0.961
H  2.027  -1.197  -0.390
H  0.342  -1.443  -0.702
H  -1.358  1.701  0.937
H  -0.924  0.062  1.380
H  -1.547  0.468  -0.224

Short version: one, two, most stable first.

## one
The following is a DFT calculation (ωB97M-V/def2-TZVPD) of 4 unconnected molecules or ions with the total composition C2H12N2O4.

Its highest occupied orbital energy is -9.860 eV. For the HOMO-LUMO gap, the calculation gives 10.35 eV.

Geometry (Å):
C  -1.397  1.890  -0.983
N  -1.229  0.448  -0.961
C  -0.013  -0.097  -0.693
N  0.017  -1.375  -0.283
O  1.012  0.601  -0.765
H  -2.435  2.152  -0.819
H  -0.778  2.354  -0.224
H  -1.059  2.299  -1.935
H  -2.060  -0.119  -0.929
H  -0.787  -1.961  -0.151
H  0.908  -1.716  0.020
O  3.230  -0.754  -0.575
H  3.290  -1.343  -1.337
H  2.363  -0.272  -0.690
O  1.487  0.403  1.832
H  1.284  1.045  1.138
H  2.395  0.122  1.680
O  -2.157  -1.375  1.541
H  -2.454  -1.703  2.394
H  -1.618  -0.600  1.741

## two
The following is a DFT calculation (ωB97M-V/def2-TZVPD) of 4 unconnected molecules or ions with the total composition C2H12N2O4.

Its highest occupied orbital energy is -9.572 eV. For the HOMO-LUMO gap, the calculation gives 10.04 eV.

Geometry (Å):
N  -1.410  0.920  -2.107
C  -0.042  1.402  -1.871
N  0.804  0.163  -1.871
C  1.542  -0.236  -0.800
O  1.437  0.251  0.321
H  -1.501  0.430  -2.962
H  -1.970  0.712  -1.285
H  0.092  1.868  -0.862
H  0.380  2.100  -2.723
H  1.171  -0.213  -2.762
H  2.132  -1.155  -1.017
O  0.176  -1.573  2.511
H  1.123  -1.467  2.415
H  -0.204  -0.700  2.376
O  -2.215  -2.415  0.737
H  -1.657  -2.397  1.502
H  -1.729  -1.970  0.032
O  0.127  1.734  2.035
H  0.886  1.480  1.502
H  0.246  2.563  2.476

Short version: one, two, most stable first.

## one
The following is a DFT calculation (ωB97M-V/def2-TZVPD) of a molecular structure, C4H4NO.

Its highest occupied orbital energy (alpha / beta) is -15.992 / -14.199 eV. For the HOMO-LUMO gap (alpha / beta), the calculation gives 9.01 / 6.69 eV. As for the net charge: +1.

Geometry (Å):
C  0.730  0.416  1.787
C  2.162  0.248  1.874
C  -0.013  0.245  0.795
C  -0.841  0.176  -0.311
N  0.742  0.321  3.185
O  2.074  0.002  3.150
H  2.911  -0.218  1.315
H  -1.475  1.029  -0.407
H  -1.312  -0.841  -0.247
H  -0.270  -0.079  -1.165

## two
The following is a DFT calculation (ωB97M-V/def2-TZVPD) of a gas-phase ion, C4H4NO (charge +1).

Its highest occupied orbital energy (alpha / beta) is -14.403 / -14.402 eV. For the HOMO-LUMO gap (alpha / beta), the calculation gives 6.22 / 6.21 eV. As for the net charge: +1.

Geometry (Å):
C  -1.108  -0.651  1.354
C  0.098  0.368  1.049
C  0.518  0.421  -0.146
C  0.899  0.451  -1.464
N  -1.941  -1.215  0.637
O  -1.950  -1.467  2.159
H  0.431  0.910  1.926
H  0.359  1.192  -2.058
H  0.709  -0.563  -1.866
H  1.986  0.555  -1.591

Short version: two, one, most stable first.

## one
The following is a DFT calculation (ωB97M-V/def2-TZVPD) of a molecular structure, C9H18FO9RbTl.

Its highest occupied orbital energy is -20.052 eV. For the HOMO-LUMO gap, the calculation gives 4.92 eV. As for the net charge: +3.

Geometry (Å):
Rb  1.804  -0.923  -3.083
Tl  -0.341  1.530  -0.135
F  0.651  -0.249  -1.206
C  -0.701  -0.468  -3.484
O  -1.884  0.269  -3.700
C  -2.246  1.229  -2.799
O  -1.562  1.574  -1.817
O  -3.453  1.749  -3.133
C  -4.039  2.694  -2.193
H  -0.515  -0.745  -4.522
H  -0.767  -1.431  -2.978
H  0.164  0.080  -3.112
H  -4.315  2.260  -1.232
H  -4.943  3.125  -2.623
H  -3.346  3.524  -2.048
C  3.343  0.679  -0.813
O  3.264  0.132  0.511
C  2.307  0.380  1.306
O  1.275  1.027  0.996
O  2.611  -0.111  2.536
C  1.708  -0.225  3.554
H  2.464  0.510  -1.435
H  4.199  0.297  -1.370
H  3.388  1.751  -0.623
H  1.046  0.635  3.662
H  2.226  -0.295  4.510
H  1.130  -1.122  3.330
C  0.732  -2.682  0.055
O  0.036  -2.540  1.311
C  -0.429  -1.416  1.718
O  -0.380  -0.319  1.158
O  -0.861  -1.578  2.958
C  -1.337  -0.515  3.674
H  1.527  -1.952  -0.101
H  0.147  -2.587  -0.860
H  1.336  -3.589  0.084
H  -0.486  0.029  4.083
H  -1.742  -0.943  4.591
H  -2.010  0.219  3.231

## two
The following is a DFT calculation (ωB97M-V/def2-TZVPD) of a molecular structure, C9H18FO9RbTl.

Its highest occupied orbital energy is -19.051 eV. For the HOMO-LUMO gap, the calculation gives 2.47 eV. As for the net charge: +3.

Geometry (Å):
Rb  -1.182  -3.253  -3.247
Tl  1.465  -1.443  1.093
F  -0.314  -1.631  -1.058
C  -1.315  1.417  -1.916
O  -1.085  2.390  -0.909
C  -0.468  2.055  0.213
O  -0.210  0.927  0.562
O  -0.101  3.088  0.924
C  -0.509  4.421  0.567
H  -0.413  0.995  -2.355
H  -1.935  1.899  -2.670
H  -1.910  0.614  -1.472
H  -1.404  4.656  1.155
H  -0.764  4.540  -0.479
H  0.248  5.113  0.934
C  -3.466  -1.023  0.717
O  -3.506  -1.229  2.141
C  -2.385  -1.446  2.759
O  -1.261  -1.434  2.331
O  -2.597  -1.590  4.080
C  -3.868  -1.764  4.681
H  -3.140  -1.940  0.238
H  -2.862  -0.136  0.537
H  -4.472  -0.781  0.380
H  -4.504  -0.953  4.307
H  -3.714  -1.660  5.752
H  -4.345  -2.729  4.461
C  6.264  -1.049  -0.874
O  5.388  -0.594  -1.911
C  4.076  -0.823  -1.852
O  3.469  -1.384  -0.955
O  3.566  -0.290  -2.927
C  2.176  -0.353  -3.300
H  7.259  -0.799  -1.229
H  6.196  -2.140  -0.792
H  6.022  -0.614  0.097
H  1.910  0.690  -3.459
H  1.573  -0.653  -2.435
H  2.120  -1.093  -4.091

Short version: two, one, most stable first.

## one
The following is a DFT calculation (ωB97M-V/def2-TZVPD) of 2 unconnected molecules or ions with the total composition C2H8S2.

Its highest occupied orbital energy is -8.475 eV. For the HOMO-LUMO gap, the calculation gives 9.32 eV.

Geometry (Å):
C  1.018  -1.838  0.268
S  1.438  -0.076  -0.001
C  1.869  -0.191  -1.728
H  0.426  -1.781  1.192
H  1.658  -2.720  0.433
H  0.427  -2.145  -0.593
H  0.971  -0.387  -2.337
H  2.284  0.732  -2.135
H  2.573  -1.014  -1.835
S  -2.752  1.021  0.809
H  -1.810  1.802  1.281
H  -3.384  1.887  -0.007

## two
The following is a DFT calculation (ωB97M-V/def2-TZVPD) of 2 unconnected molecules or ions with the total composition C2H8S2.

Its highest occupied orbital energy is -9.102 eV. For the HOMO-LUMO gap, the calculation gives 9.90 eV.

Geometry (Å):
C  -1.574  0.498  0.750
S  -1.851  0.579  -1.048
H  -0.509  0.702  0.971
H  -1.788  -0.500  1.152
H  -2.150  1.214  1.258
H  -3.196  0.276  -1.006
C  1.863  -0.849  -0.029
S  2.296  0.841  -0.577
H  1.970  -0.950  1.041
H  2.526  -1.546  -0.510
H  0.799  -1.070  -0.229
H  1.614  0.804  -1.772

## three
The following is a DFT calculation (ωB97M-V/def2-TZVPD) of 2 unconnected molecules or ions with the total composition C2H8S2.

Its highest occupied orbital energy is -9.050 eV. For the HOMO-LUMO gap, the calculation gives 9.88 eV.

Geometry (Å):
C  3.620  -1.292  0.999
S  2.232  -2.244  0.294
H  3.849  -1.487  2.036
H  4.555  -1.273  0.440
H  3.209  -0.294  0.813
H  2.673  -3.508  0.503
C  -3.446  1.528  -0.421
S  -2.943  2.748  -1.630
H  -4.344  0.969  -0.678
H  -2.692  0.814  -0.102
H  -3.696  2.173  0.417
H  -3.017  1.866  -2.671

Short version: two, three, one, most stable first.

## one
The following is a DFT calculation (ωB97M-V/def2-TZVPD) of a molecular structure, C3H4Cl2.

Its highest occupied orbital energy is -10.395 eV. For the HOMO-LUMO gap, the calculation gives 9.67 eV.

Geometry (Å):
C  -0.134  -0.865  -0.333
C  -0.422  0.039  0.856
C  0.157  0.570  -0.378
Cl  2.391  1.040  -0.359
Cl  -0.488  1.739  -1.404
H  0.691  -1.550  -0.238
H  -0.946  -1.230  -0.947
H  -1.442  0.329  1.070
H  0.193  -0.072  1.734

## two
The following is a DFT calculation (ωB97M-V/def2-TZVPD) of 2 unconnected molecules or ions with the total composition C3H4Cl2.

Its highest occupied orbital energy is -9.198 eV. For the HOMO-LUMO gap, the calculation gives 10.03 eV.

Geometry (Å):
Cl  1.115  -1.749  0.153
C  -0.127  -0.725  -0.121
C  -0.707  0.357  -0.554
C  -1.565  -0.434  0.268
H  -0.502  1.229  -1.170
H  -1.688  -0.057  1.218
H  -2.384  -1.107  -0.015
Cl  3.392  0.908  0.295
H  2.466  1.579  -0.073

Short version: one, two, most stable first.

## one
The following is a DFT calculation (ωB97M-V/def2-TZVPD) of 2 unconnected molecules or ions with the total composition C3H7NO.

Its multiplicity is 2. Its highest occupied orbital energy (alpha / beta) is -11.695 / -11.695 eV. The expectation value of S² is 0.75. For the HOMO-LUMO gap (alpha / beta), the calculation gives 4.81 / 1.22 eV. As for the net charge: +1.

Geometry (Å):
C  2.334  -4.677  0.706
C  2.071  -3.680  -0.260
H  2.256  -4.305  1.724
H  2.426  -5.663  0.260
H  2.165  -2.613  -0.076
H  2.048  -3.963  -1.312
C  -1.570  4.321  -0.168
N  -2.893  3.968  -0.103
O  -1.282  5.340  -0.757
H  -0.890  3.620  0.337
H  -3.473  4.487  -0.743
H  -3.193  3.165  0.393

## two
The following is a DFT calculation (ωB97M-V/def2-TZVPD) of a gas-phase ion, C3H7NO (charge +1).

Its multiplicity is 2. Its highest occupied orbital energy (alpha / beta) is -15.116 / -15.033 eV. The expectation value of S² is 0.75. For the HOMO-LUMO gap (alpha / beta), the calculation gives 11.18 / 6.05 eV. As for the net charge: +1.

Geometry (Å):
C  -1.951  1.225  0.469
N  -1.127  0.091  0.159
C  0.311  0.328  0.013
C  1.062  -0.893  -0.551
O  2.222  -1.029  -0.336
H  -1.599  2.247  0.337
H  -2.831  1.140  -0.207
H  -2.288  1.176  1.510
H  -1.309  -0.627  0.871
H  0.790  0.445  1.008
H  0.476  1.300  -0.454
H  0.393  -1.589  -1.080

Short version: two, one, most stable first.